(1)
Computed, not measured: a molecular structure, C58H54Br2FN6O6P2Sr, with ωB97M-V/def2-TZVPD.

```
! wB97M-V def2-TZVPD RIJCOSX def2/J DEFGRID3
* xyz -1 1
H 5.6972 3.5806 -4.4365
F -1.7238 4.6542 -2.9653
Sr -0.1310 -0.7663 -0.7677
C 1.0937 6.9528 -0.7522
N -4.0506 -1.8873 -2.6949
H -1.5872 2.0808 -3.3116
O -2.4907 0.0631 -0.7918
C -5.6747 0.7517 1.2951
H 1.5969 -5.4261 3.5897
H 5.6424 1.3640 1.3394
C 3.2553 -4.4238 2.6795
C 2.7867 0.6655 -4.5688
H 1.9227 -3.0246 -0.3533
H 3.7502 0.1975 -4.7323
C 2.5979 3.6427 1.8538
C 4.6214 -4.4881 2.4138
C 0.2579 5.9203 -1.5326
H 2.9295 -7.3699 4.3351
Br 2.8881 3.7978 -0.9967
C -4.8673 -0.8952 -2.0016
H -4.2275 -3.4560 4.9083
C -0.1014 -0.3960 2.8523
H 2.6567 8.2040 -3.4837
C -7.3280 -0.8110 2.0530
H 1.4220 9.0285 -2.5110
C 3.4080 -6.5598 3.7988
H -4.8070 -5.0352 0.9820
C -4.4196 0.5530 -2.1429
C 5.0230 0.4818 1.4487
H 3.6640 3.5385 -5.8827
H -4.8916 -1.1656 -0.9440
H -3.8058 -1.5462 -3.6183
H 5.1094 2.1731 -3.5375
C 2.1750 3.0980 3.0314
H 3.1734 4.5591 1.8597
C 1.5688 2.6773 -4.4571
H -6.3340 -7.1415 4.3713
H 2.6252 6.4077 -1.9671
O -2.6773 2.0936 -1.7059
H -2.5287 -5.8801 0.3660
H 1.4826 6.5464 0.1798
C 1.1091 1.2774 1.8315
C -1.9159 -3.7573 0.3985
C 2.2979 3.0084 0.6465
C -6.3331 -1.7505 2.2905
N 2.6935 1.9903 -4.8861
C 5.3742 -5.5703 2.8428
H -5.1744 1.2195 -1.7130
H 5.2475 0.3975 3.5854
H 1.1125 1.7282 5.1890
H -5.8958 -0.9822 -2.3716
H 3.1314 -1.6241 -0.4123
H 4.2723 3.7015 -3.3866
C -0.6627 3.9799 -3.4488
C 1.7872 8.0585 -2.8435
C 3.9668 -1.1538 2.8489
C 0.5393 4.6720 -3.5946
H -4.0315 -3.4063 0.0129
H -0.8049 6.1699 -1.4655
H 0.4007 4.9254 -1.1085
H 2.5454 4.5919 -4.2621
H -3.6522 0.0657 1.3252
H 0.9151 7.0937 -4.5930
H 2.3152 -4.6304 0.2390
C 1.6951 -3.7557 0.4303
C 0.5068 0.5014 -3.8038
H 5.0977 -3.6839 1.8670
C 3.3631 -1.7486 1.7337
C -4.9488 -5.0964 2.0522
C -0.3490 -5.3617 0.3521
C 3.6005 -1.2020 0.4758
H -5.4075 1.7213 0.8944
N 2.2519 7.3099 -1.6283
H -4.3456 0.8221 -3.2024
C 0.6931 7.1944 -3.5325
C 2.3410 -1.3192 -3.2534
C -5.3148 -5.2993 4.7917
N 0.7569 5.9014 -2.9017
H -3.0300 -1.9621 0.0815
C 0.4213 1.9573 -4.0815
C 4.8028 3.0620 -4.0874
C 0.1560 0.1530 4.1215
C -4.4498 -4.0931 2.8769
C -3.0812 0.9381 -1.4981
H 4.5642 0.3516 -0.6403
C 1.8261 -0.0619 -3.9616
C -4.6832 -0.1814 1.5462
O 1.6875 -1.6366 -2.2222
C 2.6603 -5.4693 3.3819
C -7.0040 0.4400 1.5513
P 2.1440 -3.0710 2.1031
C -4.6330 -4.2200 4.2538
H -5.4491 -5.3755 5.8638
H -0.6841 -1.3004 2.7411
C 0.2370 -4.1098 0.3737
C 4.4213 -0.0878 0.3409
C 0.9016 1.2889 4.2221
H 5.3562 -7.4590 3.8646
O 1.3907 1.1779 -0.5212
H 3.7641 -1.5580 3.8354
H 0.5536 7.8765 -0.5478
N 0.3670 0.1455 1.7551
P -3.5693 -2.5880 2.2911
C 3.9243 2.6720 -5.2709
H -0.2397 -0.3339 5.0032
C -0.7213 2.6302 -3.6516
C -3.1766 -2.9538 0.5222
H 0.1608 -6.3123 0.3165
H -5.9942 -6.9622 1.9287
H 6.4362 -5.6071 2.6303
H -0.2932 7.6680 -3.4344
C -5.6198 -6.1869 2.5861
O 3.4107 -1.7871 -3.6554
Br 2.6342 3.9865 4.6600
C -1.7503 -5.1335 0.3745
H -3.1736 -1.9961 -2.1986
H 4.4724 1.9854 -5.9172
C -4.9990 -1.4494 2.0377
C 1.5873 1.8017 0.5516
C 4.7692 -6.6111 3.5343
C 1.4051 1.9069 3.0574
H -6.6061 -2.7269 2.6680
H -8.3628 -1.0630 2.2529
N -0.7069 -3.1191 0.4041
H -7.7837 1.1667 1.3589
C 1.6149 4.0488 -4.1941
C -5.8104 -6.2896 3.9554
H 2.9646 7.8256 -1.1207
C 4.7982 -0.0587 2.7109
O -0.4896 -0.0659 -3.3555
*
```

Summary:
- ΔE to the lowest compared entry with this formula, charge and spin (eV) = 0.000
- calculated total energy (eV) = -244470.2090
- gap between HOMO and LUMO (Ha) = 0.1404
- M (g mol⁻¹) = 1259.48

(2)
Computed, not measured: a gas-phase ion, C4H5N2O2 (charge -1) in a non-equilibrium geometry, with ωB97M-V/def2-TZVPD.

```
! wB97M-V def2-TZVPD RIJCOSX def2/J DEFGRID3
* xyz -1 1
C 2.2328 -0.3377 0.2067
H -3.1376 -0.5418 0.2470
C 0.1677 0.4566 0.2448
C 2.2233 0.9827 0.0870
C -2.1213 -0.8311 -0.0321
H 3.1340 1.6344 0.0303
H -1.6672 -1.4651 0.6600
H 2.9422 -0.9861 0.0006
H -2.2779 -1.4162 -0.8635
O -2.0408 1.4176 -0.6673
O 0.8689 -0.7729 0.3093
N 0.9780 1.5101 0.1878
N -1.3020 0.3495 -0.4106
*
```

Summary:
- ΔE to the lowest compared entry with this formula, charge and spin (eV) = 5.552
- calculated total energy (eV) = -11300.5364
- gap between HOMO and LUMO (spin up / spin down) (Ha) = 0.2068 / 0.2066
- SMILES = CN([O-])c1ncco1
- M (g mol⁻¹) = 113.10

(3)
Computed, not measured: a molecular structure, C25H35Cl2GaN5O in a non-equilibrium geometry, with ωB97M-V/def2-TZVPD.

```
! wB97M-V def2-TZVPD RIJCOSX def2/J DEFGRID3
* xyz -1 1
H -1.6062 -0.1094 -3.6733
C -7.1736 -1.6965 5.3786
N 3.4623 3.4140 -2.7455
H 5.4388 2.4125 4.5238
C 4.9332 2.7327 2.3659
H 2.9213 4.2251 -3.0159
C -5.3991 -2.9281 4.7501
C -2.8780 0.5822 -1.0775
H -2.1607 -2.3891 4.4492
H 5.5671 -0.1816 1.2111
H -2.0524 2.4057 -3.3403
H -0.6689 -4.3746 5.5660
H 0.3501 0.0904 -8.7136
C -5.4726 0.7730 -0.0718
H -6.5264 1.1606 -0.4692
C 5.1646 2.1308 -2.1155
H 4.7422 1.9911 0.2582
H -6.3506 0.1698 4.4465
H 6.1565 1.8096 -1.8250
C 0.0501 -4.6552 3.4640
H 1.5270 -0.1531 0.9911
H -7.0282 -3.8760 5.8713
N 1.4324 1.0192 -5.7732
H 1.7518 1.6797 -5.0765
C 1.2125 -0.1521 -0.1519
H 3.9418 0.2559 -2.0555
C -6.6043 -2.9918 5.4132
H 1.0748 2.3613 -7.3972
H 1.2410 2.1207 -0.3142
H 4.6232 3.7686 2.3175
N 5.4283 0.6485 1.7727
H 2.2321 -0.1699 -0.7721
N -5.2188 -1.6387 4.3219
C -4.3014 1.0878 -1.2230
Cl -2.5350 -0.4542 0.4226
H -5.2810 1.3678 0.9353
C -0.2870 -3.9776 2.3138
H -4.4154 -1.2992 3.8092
C 5.3584 2.0259 3.5161
H -8.1204 -1.3911 5.8050
H 1.5562 -0.7852 -4.6348
O 0.2741 1.2101 -2.0344
H 0.6595 -1.9364 -6.9337
C -1.4595 -3.0721 3.9887
C -6.2983 -0.8815 4.6961
C -0.6923 -4.0825 4.5242
H 0.7553 -5.4735 3.5323
H 0.0492 -4.0958 1.2923
N -1.2104 -3.0192 2.6420
Ga -1.5365 1.0812 -2.5619
H -5.6168 -0.3823 0.1157
H 5.3722 4.3343 -2.4774
C 1.0538 1.3364 -7.0517
C 5.6543 0.7402 3.1214
C 0.8546 -0.8856 -6.7625
H 1.9342 1.9226 -2.8339
H 6.0070 -0.1144 3.6831
H -4.6557 -3.6876 4.5483
H 0.5670 -1.0906 -0.4548
C 4.0101 1.3209 -2.2357
C 4.7984 3.4180 -2.4398
C 1.3092 -0.3330 -5.5861
H -1.6398 -2.3735 1.9922
H -0.5008 1.4985 0.0448
C 4.9833 1.8573 1.3043
Cl -4.8834 2.1276 -2.6710
C 0.6934 0.1709 -7.6904
C 0.4581 1.2618 -0.5799
C 2.9743 2.1385 -2.6289
*
```

Summary:
- calculated total energy (eV) = -113408.5389
- gap between HOMO and LUMO (Ha) = 0.2813
- M (g mol⁻¹) = 562.22

(4)
Computed, not measured: C22H34N2O3 in the gas phase, with ωB97M-V/def2-TZVPD.

```
! wB97M-V def2-TZVPD RIJCOSX def2/J DEFGRID3
* xyz 0 1
C -6.1587 -0.4404 -2.1379
H -8.0506 -1.4086 -0.4193
O -0.8298 3.3852 1.3410
H -4.8521 0.4897 0.0797
C 3.6258 -1.1292 1.4573
C 5.7074 -2.2409 0.6902
C 2.9624 0.8271 0.1721
H 0.0241 3.2403 0.9175
H -3.4139 -1.8801 -1.1707
H -1.2288 -2.2384 -0.9407
H 5.4347 -3.1155 1.2611
C -5.9366 -1.1414 -0.7996
H 2.5163 1.7915 0.4273
C -1.8385 3.0788 0.4073
H -0.6712 1.5712 -0.5836
H -0.1729 -2.0920 1.2305
C 7.2230 -1.0633 -0.7294
H 8.1446 -1.0018 -1.2859
H -2.7788 3.1536 0.9596
H -7.0439 -1.5107 1.0253
H -7.0597 -0.8177 -2.6167
N -2.2478 -0.7517 0.0796
O 4.3356 1.0954 -0.0336
C -3.3988 -0.8500 -0.8003
C -4.7124 -0.5832 -0.0658
C 1.4283 -0.0536 2.0205
H -1.2626 -0.4070 2.5000
O 6.8756 1.0920 -1.4957
H -6.2744 0.6314 -1.9889
C -0.9378 0.3565 1.7720
H -0.7137 -0.6013 -1.3901
H 1.0164 -1.6304 -0.0136
H -4.6440 -1.0539 0.9169
C -7.1778 -0.9925 0.0786
H -7.3709 0.0579 0.2868
H 3.4980 -1.8937 2.2093
H -0.7812 1.2987 2.2980
H -1.8468 3.8404 -0.3884
H 6.7365 2.8938 -2.3361
H -2.9655 0.7859 1.2557
C 2.7110 -0.1809 1.2601
H 1.4293 0.8983 2.5634
C 6.8909 -2.1995 -0.0210
C 5.1745 0.0031 -0.0602
N 0.2931 -0.0350 1.1111
C 6.3842 0.0532 -0.7620
H -5.3225 -0.6082 -2.8114
H 7.5592 -3.0466 -0.0194
H 5.1861 2.0204 -2.2704
H 5.8527 2.7594 -0.7931
H 1.3526 -0.8698 2.7607
H -3.3117 -0.1884 -1.6789
C -1.0335 -1.2370 -0.5470
H 2.5055 0.4765 -0.7710
C -2.0409 0.5372 0.7261
C -1.6974 1.6968 -0.2314
H -2.3684 1.6590 -1.0912
C 6.1050 2.2492 -1.7245
C 0.0905 -1.3251 0.4799
C 4.8520 -1.1466 0.6775
H -5.7719 -2.2083 -0.9878
*
```

Summary:
- ΔE to the lowest compared entry with this formula, charge and spin (eV) = 3.218
- calculated total energy (eV) = -32487.3279
- gap between HOMO and LUMO (Ha) = 0.3222
- SMILES = COc1cccc2c1OCC(CN1CCN(CCC(C)C)[C@H](CCO)C1)=C2
- M (g mol⁻¹) = 374.52

(5)
Computed, not measured: a molecular structure, C2H2O4P in a non-equilibrium geometry, with ωB97M-V/def2-TZVPD.

```
! wB97M-V def2-TZVPD RIJCOSX def2/J DEFGRID3
* xyz -1 1
C 1.2040 0.0176 0.2176
O 1.2188 -0.1056 -1.1330
O -0.7012 0.1734 -2.3381
P -0.6568 -0.3023 0.6181
C -0.1843 -0.1300 -1.2793
H -0.3303 0.6027 1.7973
O -1.0784 -1.6287 1.0162
H -1.5630 0.7033 0.4008
O 2.0911 0.6696 0.7005
*
```

Summary:
- ΔE to the lowest compared entry with this formula, charge and spin (eV) = 3.900
- calculated total energy (eV) = -19584.8517
- gap between HOMO and LUMO (Ha) = 0.2994
- M (g mol⁻¹) = 121.01

(6)
Computed, not measured: 2 unconnected molecules or ions with the total composition C16H17N in a non-equilibrium geometry, with ωB97M-V/def2-TZVPD.

```
! wB97M-V def2-TZVPD RIJCOSX def2/J DEFGRID3
* xyz 0 1
H -0.5033 -1.6469 0.1315
H -3.8799 2.7632 1.5406
C -2.3615 1.6480 2.3752
C 1.6017 -0.8295 -2.1833
H -4.0622 1.8217 3.8920
C -2.3934 0.4941 4.3888
H 3.2315 -0.0933 -4.8621
C 2.8955 -0.4287 -3.9970
H 3.1435 -2.6762 -4.3193
H 1.5602 -4.3966 -2.2787
H 0.3571 0.2804 -0.5687
H -2.9791 0.0256 5.3058
H -0.4371 2.0216 1.4672
C 1.7786 -2.1602 -2.7919
H -3.8757 1.1580 0.9243
H -2.5959 2.1166 0.3347
C 1.3236 -3.3043 -2.1839
C -3.0957 1.2486 3.4776
C -0.9998 1.5976 2.2670
H 1.3389 1.6451 -1.9077
C -3.1723 1.9611 1.1919
C 0.6287 -3.0420 -1.0507
H -0.5272 -0.3271 4.9411
C -0.2771 0.9799 3.3419
C 0.2498 -1.8005 -0.6094
C -1.0504 0.3032 4.2709
H 0.7483 1.0541 3.5276
C 2.1784 1.6872 -2.6687
C 2.1600 0.2289 -3.0367
H 3.0945 1.8479 -2.0704
H 2.0714 2.2522 -3.4996
H 0.3273 -3.8573 -0.3873
C 0.9075 -0.6735 -1.0409
N 2.6139 -1.8987 -3.9221
*
```

Summary:
- ΔE to the lowest compared entry with this formula, charge and spin (eV) = 3.941
- calculated total energy (eV) = -18354.4013
- gap between HOMO and LUMO (Ha) = 0.3271
- SMILES = Cc1c[nH]c2ccccc12.Cc1ccccc1
- M (g mol⁻¹) = 223.32